11
Properties=species:S:1:pos:R:3:forces:R:3:lowdin_charge:R:1 method="wB97M-V/def2-TZVPD" total_charge=0 e_homo_ev=-8.75 max_force_ev_per_a=2.1 multiplicity=1 homo_lumo_gap_ev=9.6
N -2.07335 -0.46026 -0.19720 -0.191 0.066 -0.497 0.119
C -0.84954 -0.13125 -0.54938 -1.038 -0.701 -0.950 -0.243
O -0.44085 1.02471 0.01873 0.968 -1.730 0.668 -0.089
C 0.79507 0.30717 0.50750 0.368 0.933 0.364 -0.161
C 1.70022 0.07795 -0.69343 0.313 -0.035 0.066 -0.271
O 2.61344 -0.70882 -0.70842 -0.504 0.400 0.152 0.055
H -2.38673 -1.35270 -0.54056 -0.326 0.187 -0.091 0.097
H -2.74883 0.19890 0.17366 0.043 -0.063 0.413 0.113
H 0.69336 -0.66512 1.04404 -0.493 0.814 -0.325 0.134
H 1.13767 1.04234 1.21956 0.768 0.215 0.235 0.121
H 1.45533 0.73664 -1.54611 0.092 -0.086 -0.035 0.126

11
Properties=species:S:1:pos:R:3:forces:R:3:lowdin_charge:R:1 method="wB97M-V/def2-TZVPD" total_charge=0 e_homo_ev=-10.42 max_force_ev_per_a=0.5 multiplicity=1 homo_lumo_gap_ev=11.3
C 1.37810 -1.09116 0.14206 0.177 -0.013 0.026 -0.112
N -0.02358 -1.45398 0.00086 -0.290 0.352 -0.071 0.028
C -0.85138 -0.56287 -0.29561 0.115 -0.417 0.044 -0.194
O -0.42641 0.73556 -0.58974 0.038 0.066 0.052 -0.010
C -1.01015 1.78251 0.02656 -0.376 0.084 0.203 -0.326
O -2.04893 1.76697 0.62025 0.440 -0.074 -0.192 0.095
H 1.96862 -1.69267 -0.55400 -0.066 0.011 0.132 0.081
H 1.68688 -1.34735 1.15985 0.008 -0.042 -0.165 0.082
H 1.58836 -0.03211 -0.03893 0.014 -0.224 0.039 0.071
H -1.91953 -0.75077 -0.38028 0.172 0.137 0.000 0.137
H -0.34198 2.64587 -0.09102 -0.231 0.118 -0.067 0.148

11
Properties=species:S:1:pos:R:3:forces:R:3:lowdin_charge:R:1 method="wB97M-V/def2-TZVPD" total_charge=0 e_homo_ev=-11.34 max_force_ev_per_a=1.1 multiplicity=1 smiles=N#C[C@H](O)CO homo_lumo_gap_ev=11.9
N -1.97360 -0.26587 -1.90637 0.529 0.208 0.901 0.155
C -1.44056 -0.07218 -0.89859 -0.472 -0.095 -0.826 -0.154
C -0.72147 0.10446 0.39376 -0.058 -0.232 0.023 -0.368
O -0.50568 1.44750 0.70509 0.116 0.138 -0.075 -0.006
C 0.62935 -0.63406 0.32260 -0.050 -0.211 0.190 -0.196
O 1.59274 0.20397 -0.28791 -0.008 -0.051 -0.325 -0.051
H -1.35446 -0.32486 1.17821 0.106 -0.047 -0.139 0.154
H 0.36233 1.65670 0.31600 -0.174 0.114 0.113 0.094
H 0.53266 -1.59007 -0.20105 -0.037 0.091 0.075 0.132
H 0.98495 -0.82302 1.33474 -0.030 0.060 -0.003 0.130
H 1.49182 0.13955 -1.24647 0.079 0.024 0.066 0.109

12
Properties=species:S:1:pos:R:3:forces:R:3:lowdin_charge:R:1 method="wB97M-V/def2-TZVPD" total_charge=0 e_homo_ev=-9.68 max_force_ev_per_a=6.0 multiplicity=1 smiles="CC(=O)SNC=O" homo_lumo_gap_ev=9.9
C -2.42714 -0.10068 -0.06001 0.058 0.714 1.284 -0.076
C -0.95352 0.29371 -0.01153 -1.363 3.008 -0.456 -0.799
O -0.60319 1.48829 -0.00862 -0.599 -2.413 0.172 -0.028
S 0.13117 -1.01794 0.11595 2.350 0.268 -0.513 1.016
N 1.52932 0.07147 -0.06682 -4.172 2.685 3.353 -0.273
C 2.80060 -0.29070 -0.12835 2.786 -0.932 -0.470 -0.475
O 3.72685 0.49457 0.09418 -1.391 -1.707 -0.372 -0.002
H -2.66563 -0.83633 -0.83457 0.060 0.321 0.082 0.077
H -3.02072 0.85808 -0.11298 0.561 -1.243 -0.154 0.107
H -2.60608 -0.56786 0.94348 -0.212 0.265 -0.818 0.091
H 1.17667 1.02085 0.58448 1.755 -2.993 -2.822 0.211
H 2.91168 -1.41345 -0.51521 0.169 2.028 0.713 0.151

12
Properties=species:S:1:pos:R:3:forces:R:3:lowdin_charge:R:1 method="wB97M-V/def2-TZVPD" total_charge=0 e_homo_ev=-9.90 max_force_ev_per_a=8.6 multiplicity=1 homo_lumo_gap_ev=10.1
C 2.57481 0.76846 -0.40518 1.170 -3.689 0.611 -0.041
C -0.25291 -0.88796 0.23896 1.529 -4.693 2.489 -0.649
C -2.64787 0.39923 0.08864 -4.324 2.083 0.708 -0.636
H 3.80538 0.64371 -0.44088 -3.275 1.273 -0.045 0.107
H 1.73540 1.85587 -0.63801 3.155 -3.880 0.812 0.207
H -0.20938 -0.99768 1.37816 -0.850 1.117 -1.055 0.121
H 0.13193 -1.97381 0.07110 -0.836 1.275 -0.335 0.105
H -2.32167 0.94407 0.97595 0.994 -0.072 0.120 0.095
N 2.11659 -0.51712 -0.12435 -1.304 8.291 -1.795 0.060
O 0.66013 -0.05382 -0.28135 1.167 0.262 -0.460 -0.344
O -3.80886 0.67686 -0.26836 2.406 -0.733 0.102 -0.078
S -1.78355 -0.85781 -0.59469 0.167 -1.235 -1.152 1.053

12
Properties=species:S:1:pos:R:3:forces:R:3:lowdin_charge:R:1 method="wB97M-V/def2-TZVPD" total_charge=0 e_homo_ev=-9.94 max_force_ev_per_a=7.3 multiplicity=1 smiles="C=NOCSC=O" homo_lumo_gap_ev=10.0
C -3.33014 -0.61498 -0.20611 -2.755 -1.606 0.723 -0.018
N -2.34505 -0.10466 0.39093 -4.266 -1.337 0.788 -0.121
O -1.34715 0.01980 -0.43256 3.393 0.294 -0.913 -0.213
C -0.44684 0.71899 0.40974 0.096 0.958 2.135 -0.565
S 1.24309 0.81226 -0.18058 0.066 -1.807 0.915 0.924
C 1.98441 -0.82107 0.26019 3.687 0.898 -2.804 -0.450
O 3.24464 -0.83415 -0.09594 -6.715 -1.199 2.599 -0.144
H -4.27115 -0.92362 0.40393 1.866 0.913 -1.120 0.106
H -3.26577 -0.92316 -1.26548 -0.088 0.298 0.528 0.088
H -0.72229 0.29925 1.55838 1.557 1.344 -3.073 0.164
H -0.78851 1.78144 0.30840 0.466 -0.588 0.756 0.080
H 1.14914 -1.68035 0.59256 2.694 1.832 -0.535 0.150

12
Properties=species:S:1:pos:R:3:forces:R:3:lowdin_charge:R:1 method="wB97M-V/def2-TZVPD" total_charge=0 e_homo_ev=-9.31 max_force_ev_per_a=6.2 multiplicity=1 homo_lumo_gap_ev=6.2
C -0.18462 -0.99297 0.29259 -1.796 2.835 -4.597 -0.238
C -0.98975 0.44464 0.01808 2.207 -1.545 -0.372 -0.080
C 1.18791 -0.23992 0.06372 -0.329 0.954 2.142 -0.378
H -1.11127 -3.33351 0.18507 0.712 2.533 -2.540 0.338
H -0.33832 -1.41618 1.24684 -0.069 -0.850 0.624 0.086
H -1.59318 0.86672 0.88522 1.544 0.018 -0.863 0.114
H -1.66949 0.33742 -0.86874 0.828 0.144 0.835 0.100
H 1.76422 3.05771 0.19008 -2.089 -0.980 -3.184 0.026
N 0.46040 0.95311 -0.40831 -0.914 -0.470 0.314 -0.494
O -0.67265 -1.72441 -0.99401 0.557 -2.747 5.533 -0.171
O 2.29769 -0.43875 0.56325 -2.775 0.779 -2.344 0.066
S 0.84908 2.48614 -1.17379 2.123 -0.671 4.452 0.629

12
Properties=species:S:1:pos:R:3:forces:R:3:lowdin_charge:R:1 method="wB97M-V/def2-TZVPD" total_charge=0 e_homo_ev=-9.84 max_force_ev_per_a=2.8 multiplicity=1 smiles="O=C=N[C@@H](O)CS" homo_lumo_gap_ev=10.2
O 4.49045 -0.49219 0.02726 0.994 0.076 -0.166 0.182
C 3.33845 -0.42109 0.05496 -0.868 -0.071 0.165 -0.312
N 2.14184 -0.50821 0.17735 -0.236 0.844 -0.338 0.152
C 0.99620 0.37298 -0.09872 -1.291 0.277 1.041 -0.479
O 0.73313 0.48480 -1.44989 0.107 0.627 -0.436 -0.055
C -0.17178 -0.29465 0.70606 -0.684 1.875 0.192 -0.514
S -1.15048 -1.44045 -0.31048 -1.309 0.469 -1.044 0.682
H 1.04960 1.41654 0.40438 0.785 -1.547 -1.169 0.171
H 0.02443 -0.12366 -1.76459 0.767 0.145 0.732 0.029
H 0.43069 -0.79974 1.48940 -1.347 -0.239 -0.220 0.082
H -0.88711 0.50287 1.15557 1.378 -1.404 -0.680 0.102
H -2.01899 -0.58684 -1.17422 1.705 -1.054 1.924 -0.039

13
Properties=species:S:1:pos:R:3:forces:R:3:lowdin_charge:R:1 method="wB97M-V/def2-TZVPD" total_charge=0 e_homo_ev=-8.57 max_force_ev_per_a=4.7 multiplicity=1 smiles="O=C(S)CONC=S" homo_lumo_gap_ev=8.9
O 1.92453 1.55689 -0.19400 0.416 1.045 0.146 0.078
C 1.85062 0.38928 -0.05470 0.375 -1.594 -0.651 -0.757
S 3.26832 -0.77201 -0.15925 0.796 1.937 0.346 0.757
C 0.53056 -0.34122 0.11026 0.985 1.036 -1.651 -0.195
O -0.44225 0.69942 0.03400 -0.454 -1.661 1.160 -0.080
N -1.64982 0.11235 0.46983 2.058 0.646 3.149 -0.075
C -2.58281 0.08747 -0.39388 -2.979 -0.885 -3.472 -0.758
S -4.19775 -0.27185 -0.17211 1.107 0.308 0.110 0.537
H 4.20997 0.29824 -0.07008 -1.209 -1.451 -0.183 -0.058
H 0.43748 -1.12197 -0.66613 -0.223 0.482 -0.045 0.141
H 0.59479 -0.87041 1.01630 -0.457 -0.431 1.642 0.107
H -1.79718 0.03377 1.51200 0.256 0.362 -1.625 0.193
H -2.14645 0.20005 -1.43225 -0.671 0.206 1.074 0.110

12
Properties=species:S:1:pos:R:3:forces:R:3:lowdin_charge:R:1 method="wB97M-V/def2-TZVPD" total_charge=0 e_homo_ev=-10.20 max_force_ev_per_a=1.0 multiplicity=1 smiles="N[C@@H]1OCC(=O)O1" homo_lumo_gap_ev=11.0
N -0.04356 -1.37747 -0.16199 0.302 -0.548 -0.001 0.123
C 0.40230 -0.28973 -0.98293 0.112 -0.358 0.002 -0.427
O 1.28604 0.49000 -0.21378 0.009 0.019 -0.070 -0.041
C 0.41720 1.05714 0.76188 -0.091 0.125 0.219 -0.075
C -0.95947 0.55689 0.34117 -0.634 0.747 0.062 -0.449
O -1.98090 0.43835 0.93984 0.459 0.450 -0.587 0.148
O -0.79300 0.44554 -1.08908 -0.369 -0.120 0.501 0.045
H -0.90165 -1.81438 -0.46255 0.243 -0.194 0.071 0.120
H 0.60219 -1.90927 0.39012 0.225 -0.276 -0.290 0.112
H 0.86746 -0.53020 -1.94279 -0.221 0.258 0.100 0.167
H 0.37819 2.14564 0.64698 0.192 -0.064 0.109 0.141
H 0.72520 0.78748 1.77313 -0.227 -0.038 -0.116 0.138

12
Properties=species:S:1:pos:R:3:forces:R:3:lowdin_charge:R:1 method="wB97M-V/def2-TZVPD" total_charge=0 e_homo_ev=-8.45 max_force_ev_per_a=3.6 multiplicity=1 smiles=OCc1[nH]oc1O homo_lumo_gap_ev=8.9
O 2.14620 -0.20891 0.86901 -0.840 2.374 -2.560 -0.091
C 1.34567 -0.09508 -0.43988 1.738 1.004 0.738 -0.125
C -0.05660 0.29974 -0.22203 0.158 0.598 0.640 -0.187
N -0.71825 1.60981 -0.26148 0.925 0.121 -0.783 0.021
O -1.94058 0.97369 0.08811 -0.212 -1.931 0.641 -0.027
C -1.22345 -0.29563 0.07772 -1.454 2.850 -0.553 -0.304
O -1.77615 -1.45225 0.33222 0.784 -1.217 0.899 0.136
H 2.12224 -1.08103 1.19826 -0.340 -1.637 0.257 0.033
H 1.37508 -1.06087 -0.93462 0.108 -0.081 -0.085 0.107
H 1.88936 0.69306 -1.12441 -0.947 -1.571 1.577 0.154
H -0.53851 2.42042 0.37548 0.047 -1.560 -0.172 0.145
H -2.62502 -1.80296 0.04163 0.033 1.049 -0.597 0.138

12
Properties=species:S:1:pos:R:3:forces:R:3:lowdin_charge:R:1 method="wB97M-V/def2-TZVPD" total_charge=0 e_homo_ev=-9.96 max_force_ev_per_a=1.1 multiplicity=1 smiles="NC(=O)COC=O" homo_lumo_gap_ev=10.8
N 1.08216 -0.28219 -1.34539 0.390 -0.221 0.015 0.148
C 0.97582 -0.08256 0.00109 0.126 -0.128 0.464 -0.535
O 1.85496 0.38352 0.70676 -0.663 -0.365 -0.500 0.073
C -0.25911 -0.78867 0.60026 0.746 -0.404 -0.756 -0.105
O -1.15603 0.06413 1.30851 -0.130 0.839 -0.427 0.009
C -1.54599 1.05448 0.46303 0.081 0.049 -0.282 -0.284
O -1.09671 1.18977 -0.64910 -0.542 0.067 0.436 0.061
H 0.29605 -0.03583 -1.93470 0.324 -0.222 0.196 0.100
H 2.02044 -0.18648 -1.68611 0.044 0.446 -0.402 0.105
H -0.82972 -1.28050 -0.19364 0.178 0.068 0.095 0.127
H 0.23867 -1.56714 1.19598 -0.853 0.412 0.586 0.145
H -2.32552 1.74644 0.82435 0.299 -0.542 0.573 0.156

Copy entry 1 word for word.
11
Properties=species:S:1:pos:R:3:forces:R:3:lowdin_charge:R:1 method="wB97M-V/def2-TZVPD" total_charge=0 e_homo_ev=-8.75 max_force_ev_per_a=2.1 multiplicity=1 homo_lumo_gap_ev=9.6
N -2.07335 -0.46026 -0.19720 -0.191 0.066 -0.497 0.119
C -0.84954 -0.13125 -0.54938 -1.038 -0.701 -0.950 -0.243
O -0.44085 1.02471 0.01873 0.968 -1.730 0.668 -0.089
C 0.79507 0.30717 0.50750 0.368 0.933 0.364 -0.161
C 1.70022 0.07795 -0.69343 0.313 -0.035 0.066 -0.271
O 2.61344 -0.70882 -0.70842 -0.504 0.400 0.152 0.055
H -2.38673 -1.35270 -0.54056 -0.326 0.187 -0.091 0.097
H -2.74883 0.19890 0.17366 0.043 -0.063 0.413 0.113
H 0.69336 -0.66512 1.04404 -0.493 0.814 -0.325 0.134
H 1.13767 1.04234 1.21956 0.768 0.215 0.235 0.121
H 1.45533 0.73664 -1.54611 0.092 -0.086 -0.035 0.126